ORCA calculation (ωB97M-V with the def2-TZVPD basis set) on C3H4N4O as an isolated structure.

Last column: Mulliken charge in e.
CARTESIAN COORDINATES (ANGSTROEM)
C -2.42 -0.61 -0.34  0.13
C -0.48 0.00 -0.05  0.37
C 1.24 0.69 -0.58  -0.30
N -1.34 -0.59 -1.01  -0.48
N -1.12 0.43 0.99  -0.36
N 2.09 -0.61 1.08  -0.40
N 2.29 0.20 0.14  -0.09
O -2.41 -0.03 0.82  -0.12
H -3.26 -1.06 -0.88  0.40
H 1.20 0.76 -1.59  0.36
H 1.23 1.70 -0.22  0.24
H 2.99 -0.88 1.62  0.25

**LUMO level**: 0.49 eV
**Energy relative to the best compared isomer or geometry (same formula, charge and spin)**: 5.280 eV
**Net charge**: 0
**Orbital gap**: 10.04 eV
**HOMO energy**: -9.6 eV
**Spin multiplicity**: 1
**Electronic energy**: -410.80926 Eh